C21H29KN8O4SbSe6 as an isolated structure, computed with wB97M-V/def2-TZVPD.

## Properties
LUMO = 2.0 eV
HOMO energy = -4.1 eV
energy above the lowest of the compared OMol25 structures with the same formula, charge and spin = 0.708 eV

```
! RIJCOSX wB97M-V def2-TZVPD def2/J DEFGRID3
* xyz -1 1
K -0.00842 -0.53411 0.70541
Se 0.50855 -1.76363 -3.32196
Se 0.63888 -2.81119 -1.25453
C -1.21810 -3.25662 -0.95784
C -2.18139 -3.41835 -1.95111
C -3.43349 -3.86278 -1.57211
C -3.68355 -4.14842 -0.23481
C -2.65671 -3.95778 0.67220
N -1.45255 -3.51272 0.32140
C 1.29234 -0.07108 -2.82249
C 1.18149 0.97719 -3.73167
C 1.84466 2.15277 -3.44066
C 2.59200 2.23838 -2.27217
C 2.62061 1.13808 -1.43245
N 1.97898 0.00061 -1.70187
H -1.95702 -3.18809 -2.98240
H -4.20928 -3.99675 -2.31641
H -4.64852 -4.50856 0.09510
H -2.80253 -4.14479 1.73127
H 0.57739 0.87569 -4.62338
H 1.77584 2.99704 -4.11574
H 3.13568 3.13681 -2.01137
H 3.17224 1.15976 -0.49872
N -2.92953 -0.73601 0.37609
C -2.70368 0.69010 0.63711
C -4.00549 1.42417 0.99672
C -3.95534 2.92200 1.31443
C -3.01963 3.35451 2.44812
N -1.58170 3.25493 2.22608
C -0.87176 3.94509 1.35491
N -1.46384 4.86489 0.54555
N 0.44153 3.78769 1.30946
C -1.87797 1.27874 -0.55956
O -2.11349 2.45469 -0.91151
O -1.01611 0.50967 -1.04164
H -3.35478 -0.84937 -0.53766
H -3.56215 -1.12561 1.06640
H -2.07880 0.72679 1.54060
H -4.42126 0.90801 1.87163
H -4.71963 1.26820 0.18113
H -4.95432 3.24182 1.62898
H -3.73575 3.43609 0.38334
H -3.19959 2.72767 3.32409
H -3.26099 4.38152 2.73980
H -1.08131 2.58894 2.82681
H -2.39865 4.59624 0.28069
H -0.92394 5.04804 -0.28702
H 0.97098 3.39193 2.10469
H 0.97902 4.31812 0.64795
C 4.73728 -2.02808 -3.47394
C 4.69607 -2.11060 -1.98750
N 3.66635 -2.48949 -1.27823
C 4.03165 -2.34935 0.04253
C 5.30462 -1.87990 0.12681
N 5.72670 -1.73483 -1.17905
H 3.76302 -2.32843 -3.85475
H 5.49911 -2.68498 -3.89991
H 4.93845 -1.00784 -3.80927
H 3.33597 -2.54795 0.84179
H 5.92274 -1.61846 0.96729
H 6.61521 -1.37851 -1.47938
Se -1.03144 0.65375 4.29741
Sb 1.05034 -0.56040 4.06451
Se 2.69563 2.61442 3.43571
Se 2.33450 -1.46271 5.84191
Se 2.48846 0.60900 2.27591
O 0.00606 -2.44748 3.63057
C 0.50144 -2.92668 2.55838
O 1.19300 -2.25148 1.78739
H 0.29591 -3.98034 2.34093
*
```

Atomic partial charges in e from the natural (NBO) method, atoms 1 to 4: number 1, K, carries 0.833; number 2, Se, carries 0.132; number 3, Se, carries 0.313; number 4, C, carries 0.049


C21H29N10O2SSbTi as an isolated structure, computed with wB97M-V/def2-TZVPD.

## Properties
LUMO (alpha / beta) = -7.8 / -7.8 eV
HOMO energy (alpha / beta) = -12.0 / -12.0 eV
energy above the lowest of the compared OMol25 structures with the same formula, charge and spin = 3.550 eV

```
! RIJCOSX wB97M-V def2-TZVPD def2/J DEFGRID3
* xyz 2 1
Ti 0.41591 -0.82764 -0.38401
C 0.43978 2.77141 -2.25928
C -0.53765 1.64456 -2.39451
C -1.60705 1.68196 -3.26599
C -2.46696 0.58770 -3.35765
C -2.25423 -0.53867 -2.57942
C -1.17524 -0.50724 -1.71689
N -0.38663 0.54237 -1.64177
Sb -1.52115 -3.24278 -0.71003
C 0.45642 -3.25610 -1.63128
C 0.97000 -4.45564 -2.06876
C 1.96781 -4.43177 -3.04362
C 2.34525 -3.22647 -3.58936
C 1.80618 -2.03638 -3.10570
C 2.15256 -0.73117 -3.75547
N 0.92435 -2.07723 -2.10116
C -0.99322 -2.78357 1.29981
C -1.62156 -3.49607 2.29899
C -1.29486 -3.21720 3.61947
C -0.34300 -2.25456 3.86629
C 0.25554 -1.55301 2.82447
C 1.29002 -0.53164 3.17868
N -0.08755 -1.80478 1.54673
H 0.57360 3.27949 -3.21266
H 1.41195 2.41035 -1.92729
H 0.07655 3.51120 -1.54226
H -1.75358 2.55610 -3.88617
H -3.30088 0.61619 -4.04795
H -2.91709 -1.38912 -2.64270
H 0.58812 -5.39386 -1.69059
H 2.40571 -5.35557 -3.39885
H 3.06643 -3.18214 -4.39486
H 1.80585 -0.76065 -4.78998
H 3.22934 -0.56985 -3.76957
H 1.67674 0.10915 -3.25697
H -2.34213 -4.26432 2.05228
H -1.76373 -3.75536 4.43316
H -0.03569 -2.02632 4.87862
H 2.09146 -1.01386 3.74016
H 0.84409 0.22353 3.82811
H 1.71019 -0.04077 2.31455
N 0.64792 2.60272 1.67124
N 1.83878 2.83229 0.99051
C 2.46072 1.83947 0.33504
N 3.66129 2.09979 -0.18397
N 1.84860 0.66306 0.25585
N 2.46299 -0.38138 -0.43887
O 2.15488 -1.54315 0.15329
O 3.35250 -0.27771 -1.28569
H -0.12183 3.08997 1.22983
H 0.74117 2.88104 2.63938
H 2.26528 3.74793 0.98798
H 4.14348 2.95395 0.03723
H 4.09708 1.41362 -0.78307
C -3.43345 2.93579 4.10272
N -2.80354 1.89808 3.29805
C -2.86509 1.81722 1.96664
N -3.46347 2.83802 1.32161
S -2.20819 0.50411 1.11413
H -3.14006 2.79257 5.13820
H -4.52297 2.88417 4.04755
H -3.09957 3.92590 3.79163
H -2.42358 1.08396 3.75173
H -4.06771 3.48265 1.80454
H -3.62690 2.70568 0.33789
*
```

Atomic partial charges in e from the natural (NBO) method, atoms 1 to 4: number 1, Ti, carries 1.210; number 2, C, carries -0.651; number 3, C, carries 0.265; number 4, C, carries -0.233


A 2-piece molecular cluster, C21H29N2OP overall, computed with wB97M-V/def2-TZVPD.

## Properties
LUMO = 0.3 eV
HOMO energy = -7.0 eV
SMILES = CC(C)(C)N1PN(C(C)(C)C)c2ccccc21.O=Cc1ccccc1

```
! RIJCOSX wB97M-V def2-TZVPD def2/J DEFGRID3
* xyz 0 1
C -1.78831 4.29456 -3.34037
C -2.12787 3.02848 -3.82903
C -2.44468 2.00046 -2.93262
C -2.42310 2.22477 -1.54972
C -2.73024 1.12018 -0.56575
O -3.39291 1.29119 0.45524
C -2.17437 3.52661 -1.07637
C -1.83328 4.54863 -1.96192
H -1.53247 5.10008 -4.02670
H -2.12646 2.84103 -4.90414
H -2.70733 1.00723 -3.30074
H -2.58898 0.09578 -1.02103
H -2.25081 3.70759 0.00245
H -1.59658 5.53592 -1.56537
C -2.10322 -3.17454 1.44814
C -0.95441 -2.50086 2.18171
C -1.53298 -1.63690 3.29708
C -0.02653 -3.54389 2.79361
N -0.19369 -1.63184 1.25402
P -0.11507 0.04519 1.42280
H -1.26735 0.50024 0.29218
N 1.21096 0.14004 0.39337
C 2.06702 1.34531 0.29989
C 3.51852 0.96031 0.56660
C 1.62291 2.34323 1.36257
C 1.92154 1.99188 -1.06960
C 1.45179 -1.06980 -0.28523
C 0.63842 -2.10310 0.22213
C 0.72906 -3.39533 -0.28836
C 1.66285 -3.65387 -1.29726
C 2.47047 -2.61861 -1.80980
C 2.35544 -1.31525 -1.31516
H -1.76298 -3.81976 0.63229
H -2.65473 -3.80105 2.16424
H -2.79571 -2.42729 1.04142
H -0.74441 -1.13356 3.87090
H -2.23508 -0.88575 2.91617
H -2.08830 -2.29155 3.99038
H 0.84470 -3.06290 3.25481
H -0.57578 -4.09902 3.56891
H 0.33573 -4.26900 2.05988
H 3.94146 0.33593 -0.22404
H 4.12520 1.87518 0.63106
H 3.60283 0.41323 1.51312
H 0.59575 2.69664 1.20085
H 1.70051 1.92212 2.37450
H 2.28650 3.22369 1.31168
H 0.88590 2.31303 -1.24857
H 2.56798 2.88069 -1.10289
H 2.22651 1.32394 -1.88169
H 0.08881 -4.20062 0.09348
H 1.76100 -4.66208 -1.68980
H 3.18613 -2.83026 -2.59763
H 2.96968 -0.50634 -1.73170
*
```

Atomic partial charges in e from the natural (NBO) method, atoms 1 to 4: number 1, C, carries -0.202; number 2, C, carries -0.216; number 3, C, carries -0.213; number 4, C, carries -0.066


The molecule C21H29N3O2, computed with wB97M-V/def2-TZVPD.

## Properties
LUMO = 0.5 eV
HOMO energy = -8.6 eV
SMILES = CCCn1ncc(CN2CCC[C@H](C(=O)c3cccc(OC)c3)C2)c1C
energy above the lowest of the compared OMol25 structures with the same formula, charge and spin = 2.721 eV

```
! RIJCOSX wB97M-V def2-TZVPD def2/J DEFGRID3
* xyz 0 1
C 4.18303 -0.62020 -5.88013
C 2.81973 0.05682 -5.92688
H 2.81873 0.84113 -6.68622
H 2.05641 -0.67537 -6.19878
C 2.45870 0.68508 -4.57515
N 2.22093 -0.31019 -3.56645
C 1.06079 -0.95053 -3.28607
C 1.34559 -1.84954 -2.26990
C 2.71407 -1.66463 -2.01477
N 3.22440 -0.74070 -2.80263
H 3.32713 -2.16747 -1.29409
C 0.42575 -2.78437 -1.56028
N 0.04536 -2.26280 -0.25366
C -0.72256 -1.03819 -0.36301
H -0.17529 -0.33796 -0.99607
C -0.91639 -0.41660 1.01823
C -1.67539 0.89285 0.91774
O -2.14549 1.28322 -0.12875
C -1.87004 1.65832 2.17761
C -2.98147 2.49262 2.25633
C -3.22509 3.21898 3.40850
C -2.36110 3.13159 4.48001
C -1.23154 2.31167 4.40885
C -0.99154 1.57343 3.25767
H -0.11343 0.95361 3.18400
O -0.43749 2.30530 5.51363
C 0.72141 1.50671 5.51073
H 1.41831 1.81068 4.72312
H 0.47888 0.44530 5.39442
H 1.18786 1.66333 6.48193
H -2.52867 3.69212 5.38599
H -4.09176 3.85953 3.47067
H -3.64465 2.55271 1.40744
C -1.66555 -1.40646 1.91820
C -0.89318 -2.72086 1.94823
C -0.67926 -3.24267 0.53042
H -0.08978 -4.16303 0.56346
H -1.66005 -3.48160 0.07521
H -1.43545 -3.46536 2.53390
H 0.08177 -2.55950 2.41150
H -1.78070 -1.00434 2.92646
H -2.66437 -1.57537 1.50752
H 0.07441 -0.23083 1.44313
H -1.71153 -1.21331 -0.82447
H 0.94441 -3.73333 -1.39212
H -0.46355 -2.98831 -2.18622
C -0.21732 -0.64099 -3.97838
H -0.98225 -1.34788 -3.66906
H -0.56129 0.36210 -3.72235
H -0.10622 -0.69929 -5.06039
H 1.56620 1.30872 -4.67193
H 3.29147 1.30064 -4.22710
H 4.38725 -1.13489 -6.81582
H 4.96565 0.11538 -5.71090
H 4.21753 -1.34178 -5.06787
*
```

Atomic partial charges in e from the natural (NBO) method, atoms 1 to 4: number 1, C, carries -0.612; number 2, C, carries -0.397; number 3, H, carries 0.203; number 4, H, carries 0.197


The evaluated F_max for the records listed, in turn: 1.599; 1.998; 2.543; 0.865 eV/Å.